No. 1
{"formula": "C5H14NO", "method": "ωB97M-V/def2-TZVPD", "species": ["H", "H", "C", "O", "H", "H", "H", "H", "H", "H", "H", "H", "N", "H", "H", "C", "C", "C", "C", "H", "H"], "coordinates": [[-2.9087, 0.2874, 1.7760], [0.1961, -2.2512, -0.4238], [1.4730, -0.5175, -0.6252], [-2.2432, 0.9535, 1.4991], [-0.3296, -0.3656, -2.6473], [0.0448, -1.7826, 2.1289], [1.7830, -0.9191, -1.6155], [0.7375, -0.4187, 1.7568], [1.5356, -2.3706, 0.5246], [1.6404, 2.1786, 0.0198], [-0.6567, -0.4583, 1.1325], [-2.3818, 1.7134, 2.0267], [0.1286, -1.0822, 1.3814], [0.2529, 2.6235, -1.1707], [-1.3168, 0.9219, -1.8954], [-0.6425, 0.0861, -1.7527], [0.8509, -1.6474, 0.1259], [0.4640, 0.5267, -0.8286], [0.7998, 1.8055, -0.5620], [2.2125, -0.0204, -0.0730], [-1.4344, -0.7109, -1.3461]], "forces_ev_per_a": [[0.366, 0.888, -0.178], [-1.475, -0.350, -0.845], [-0.932, -1.082, -0.174], [0.013, -2.414, -0.738], [0.744, -0.243, -1.339], [-0.914, 0.200, -0.503], [0.264, 0.443, 0.704], [1.704, 1.509, 0.899], [0.766, -0.133, 0.296], [0.030, -0.540, -0.131], [-0.702, -0.600, 0.310], [-0.289, 1.247, 0.896], [0.111, -1.074, -1.417], [0.530, -1.258, 1.638], [0.029, 0.227, -0.619], [-3.022, -0.136, 2.411], [0.579, -0.215, 1.980], [0.300, 1.264, -1.631], [-1.872, 0.972, -1.988], [1.865, -0.078, 0.629], [1.903, 1.373, -0.199]], "mulliken_charge": [0.315, 0.411, -0.588, -0.625, 0.342, 0.368, 0.302, 0.330, 0.412, 0.310, 0.238, 0.293, -0.198, 0.222, 0.417, -1.255, -0.780, 0.861, -1.002, 0.378, 0.247], "lumo_energy_ev": -3.28, "homo_ev": -13.218, "e_above_lowest_ev": 2.0911, "total_charge": 1, "energy_ev": -8941.917, "orbital_gap_ev": 9.94}



No. 2
{"formula": "C14H25ClN4O2", "method": "ωB97M-V/def2-TZVPD", "species": ["H", "H", "C", "N", "H", "H", "H", "C", "C", "H", "C", "C", "H", "H", "N", "O", "H", "H", "C", "C", "N", "Cl", "H", "H", "O", "C", "C", "H", "H", "H", "H", "H", "H", "N", "H", "H", "H", "H", "C", "H", "C", "C", "H", "H", "C", "C"], "coordinates": [[31.9437, -0.8762, 8.1972], [34.7148, -4.3186, 10.2470], [32.3751, -0.3356, 16.6068], [33.7647, 4.0886, 8.2059], [31.9354, 3.3882, 10.8439], [31.5481, 0.5410, 10.4418], [32.7446, -2.9629, 13.2559], [35.3637, 3.8196, 6.2757], [33.8233, -1.7932, 10.4373], [35.4170, 2.7371, 6.2584], [34.5406, 4.3292, 9.2619], [32.4936, 0.2551, 9.9741], [33.6186, 4.6718, 12.3537], [30.6323, -0.8224, 15.3671], [33.8759, 3.9547, 10.3593], [33.5913, -0.5899, 16.8261], [32.0320, -2.0193, 15.2444], [35.6106, -3.8059, 11.5599], [34.0768, 4.4227, 6.8081], [32.5854, 3.5878, 10.0004], [33.8805, -2.7217, 11.4051], [31.4223, 2.1016, 13.2983], [34.0717, -4.7349, 11.8772], [31.6594, 0.8314, 8.0444], [31.6309, 0.3361, 17.3601], [32.3928, -1.2061, 11.9986], [34.3449, 4.1586, 11.7257], [33.9589, 5.4963, 6.6959], [33.0964, 1.1356, 10.1825], [31.7465, 3.5814, 7.9317], [36.2401, 4.2703, 6.7579], [35.5666, 4.6537, 9.2518], [31.6172, -0.6240, 12.4814], [32.8549, -0.9227, 10.7560], [34.4203, 3.2058, 12.2572], [35.5581, 4.2187, 5.2762], [35.3330, 4.6011, 11.6424], [34.2444, -1.7846, 9.4472], [34.5676, -3.9843, 11.2740], [33.3260, 3.9054, 6.2075], [32.3533, 0.0994, 8.4606], [32.5381, 3.6517, 8.6576], [32.0100, -0.3723, 14.5155], [33.2532, 0.3089, 7.8782], [32.9820, -2.3821, 12.3814], [31.7105, -0.9840, 15.3747]], "forces_ev_per_a": [[0.131, -0.046, -0.086], [-0.862, 0.152, -0.137], [0.084, -0.032, 1.823], [0.419, 0.351, 0.096], [-0.595, -0.463, -0.111], [-0.155, 0.068, -0.302], [0.396, -0.048, 0.059], [1.270, 1.709, 0.062], [-1.123, -0.030, -0.066], [-0.158, -0.024, 0.186], [-0.163, -0.989, 0.448], [-1.209, 1.024, 0.148], [0.067, 0.539, -0.427], [-0.094, -0.496, 0.392], [-0.452, 0.880, -0.621], [-0.154, -0.202, -0.929], [-0.145, -0.065, 0.063], [-0.232, -0.393, 0.662], [-0.507, -1.238, -0.482], [0.855, 0.217, 1.155], [-0.639, 0.386, -1.231], [0.380, 0.115, -1.160], [0.156, -0.039, 0.032], [-0.243, 0.017, 0.455], [-0.051, -0.138, -0.694], [-0.752, -0.827, 0.456], [0.233, -0.979, 0.658], [0.299, 0.033, -0.220], [0.585, -0.432, 0.382], [-0.176, -0.314, 0.256], [-0.042, -0.546, 0.502], [-0.026, 0.089, -0.093], [0.216, 0.203, 0.071], [1.763, 0.360, -0.484], [0.085, -0.163, -0.343], [-0.574, -0.357, -0.237], [-0.133, 0.316, 0.354], [0.448, -0.366, 0.197], [1.705, 0.050, 0.074], [-0.483, 0.466, 0.237], [-0.144, -0.245, -0.185], [-0.285, 0.367, -0.811], [0.388, -0.178, 0.053], [0.322, -0.441, 0.315], [-0.449, 0.782, 0.115], [0.045, 0.927, -0.631]], "mulliken_charge": [0.424, 0.333, 0.365, 0.218, 0.421, 0.347, 0.364, -1.136, -0.164, 0.295, 0.020, -0.354, 0.340, 0.266, 0.220, -0.770, 0.206, 0.342, -0.394, -0.863, 0.174, -0.726, 0.321, 0.363, -0.725, -0.351, -0.768, 0.338, 0.327, 0.597, 0.342, 0.327, 0.461, 0.222, 0.328, 0.385, 0.270, 0.357, -0.872, 0.254, -1.405, -0.311, -0.379, 0.360, -0.356, -0.016], "lumo_energy_ev": -1.00, "homo_ev": -4.888, "e_above_lowest_ev": 0.5893, "total_charge": 0, "energy_ev": -37497.218, "orbital_gap_ev": 3.89}



No. 3
{"formula": "C4H8NO", "method": "ωB97M-V/def2-TZVPD", "species": ["H", "C", "H", "C", "H", "C", "H", "H", "H", "H", "N", "O", "H", "C"], "coordinates": [[-2.3660, 1.8667, -0.1372], [0.3758, 1.0565, 0.0365], [-2.8098, 0.5586, 1.0904], [2.5156, -0.9727, -0.0870], [2.4467, -0.9090, -1.1286], [-2.1576, 0.7519, 0.1089], [-0.7621, -0.8065, 0.6753], [1.6215, -1.3848, 0.2895], [3.2492, -1.6787, 0.2532], [-2.5814, 0.2254, -0.6541], [2.6624, 0.3541, 0.5380], [3.3832, 1.0106, -0.3118], [0.4694, 2.1451, -0.3530], [-0.6386, 0.2688, 0.2844]], "forces_ev_per_a": [[0.907, -1.650, 0.426], [0.153, 1.297, -0.615], [1.418, 0.194, -1.886], [-0.170, 0.301, 2.539], [0.124, 0.190, -1.660], [0.359, 2.487, 3.541], [1.242, 1.499, -0.621], [-1.574, -0.645, 0.412], [1.120, -0.436, -0.098], [-1.334, -1.680, -2.105], [0.328, -1.252, -1.266], [0.688, 1.569, 0.104], [-0.361, -2.151, 0.854], [-2.901, 0.277, 0.376]], "lowdin_spin": [0.001, 0.590, 0.006, 0.055, 0.007, 0.050, 0.017, 0.004, 0.014, 0.002, 0.674, 0.480, 0.031, 0.068], "s_squared": 2.020, "lumo_energy_ev": [4.08, 3.77], "homo_ev": [-0.849, -1.916], "e_above_lowest_ev": 1.7218, "total_charge": -1, "energy_ev": -7808.653, "spin_multiplicity": 3, "orbital_gap_ev": [4.93, 5.69]}



No. 4
{"formula": "C10H14IN2O2", "method": "ωB97M-V/def2-TZVPD", "species": ["N", "C", "H", "O", "H", "H", "H", "H", "C", "H", "H", "O", "C", "H", "H", "C", "I", "C", "C", "H", "C", "C", "C", "H", "H", "N", "H", "C", "H"], "coordinates": [[-4.4549, 2.6025, -0.0320], [3.6292, -3.1863, 0.5146], [0.8703, -1.8538, -2.0316], [2.5556, -2.1992, 0.2988], [-4.6673, 0.8778, 1.2172], [-0.8220, -1.6785, -1.6860], [3.1823, -4.1693, 0.5469], [2.8789, 1.6210, 0.4972], [0.3317, -0.7016, -0.2780], [0.9485, 3.2633, 0.1367], [-1.4034, 2.3783, 0.4571], [3.9975, -0.4932, 0.3749], [-2.0548, 0.0726, 0.1801], [0.0939, -1.5400, 0.3806], [4.3152, -3.1125, -0.3106], [-4.0844, 1.7408, 0.9347], [-3.0483, -1.6228, -0.2552], [0.0712, -1.1208, -1.7250], [1.8633, 1.2491, 0.1394], [4.3049, -2.9678, 1.3321], [2.8728, -0.9206, 0.3043], [0.7786, 2.1935, 0.1099], [-0.4475, 1.7117, 0.2385], [0.0319, -0.1797, -2.2730], [-3.4256, 2.0127, 1.7523], [-0.7897, 0.3449, 0.0916], [-4.0772, 3.5162, -0.1379], [1.7160, -0.0999, 0.0177], [-5.1669, 2.2616, -0.7953]], "forces_ev_per_a": [[-1.690, -3.760, 0.008], [0.223, 0.924, -0.698], [-0.608, 1.115, 0.023], [0.181, -1.883, 0.837], [-0.154, -0.349, -0.925], [-1.078, -0.314, -0.688], [-0.238, 0.086, 0.191], [-1.371, -0.559, -0.868], [-0.245, 0.656, 0.420], [0.030, -0.182, 0.111], [2.348, -1.531, -0.701], [0.047, -0.059, 0.498], [-0.842, 2.139, 0.613], [0.364, 0.085, 0.083], [0.003, -0.121, -0.771], [0.166, 1.439, -1.011], [-0.080, -1.115, 0.055], [2.078, -0.007, 0.871], [2.098, -1.047, 0.651], [-0.635, 0.200, 0.729], [1.458, -0.334, -0.977], [-0.254, -0.166, 0.189], [-2.760, 1.981, 0.315], [-0.001, -0.506, -0.689], [0.110, 0.612, -0.455], [0.533, -1.285, -0.125], [0.490, 0.529, -0.026], [-2.083, 2.421, 0.202], [1.911, 1.031, 2.137]], "mulliken_charge": [-0.263, -0.718, 0.332, -0.291, 0.403, 0.277, 0.258, 0.386, -0.153, 0.420, -0.031, -0.606, -0.071, 0.567, 0.334, -0.399, 0.205, -0.927, 0.001, 0.317, 0.196, -0.713, 0.019, 0.335, 0.427, 0.267, 0.263, -0.132, 0.297], "lumo_energy_ev": -4.29, "homo_ev": -11.640, "e_above_lowest_ev": 3.0350, "total_charge": 1, "energy_ev": -25762.089, "orbital_gap_ev": 7.35}